Molecular formula: C54H47Br2FeGeN6OP2Se2
Method: DFT, ωB97M-V with the def2-TZVPD basis set

LUMO (spin up / spin down): -3.39 / -3.53 eV
Orbital gap (spin up / spin down): 0.213 / 0.208 Ha
HOMO level (spin up / spin down): -9.192 / -9.191 eV
Relative energy (zero: lowest compared OMol25 entry of this formula, charge and spin): 1.990 eV
Expectation value of S²: 6.012

The geometry in ORCA input format:
```
! RIJCOSX wB97M-V def2-TZVPD def2/J DEFGRID3
* xyz 1 5
Fe -0.31 -0.44 0.49
N -1.42 -0.56 2.30
C -2.89 -0.50 2.06
C -3.23 0.48 0.96
N -2.04 1.02 0.22
H -1.26 -1.28 2.98
H -1.07 0.38 2.68
H -3.37 -0.20 3.00
H -3.26 -1.52 1.78
H -3.81 1.30 1.43
H -3.95 -0.03 0.28
H -1.79 1.94 0.59
H -2.30 1.02 -0.75
Se 0.88 -6.71 -1.88
P 0.14 -5.02 -3.05
C -1.61 -5.38 -3.38
C -2.68 -4.57 -3.09
C -4.00 -5.00 -3.24
C -4.24 -6.31 -3.70
C -3.16 -7.12 -4.05
C -1.85 -6.62 -3.90
C 0.93 -5.07 -4.72
C 0.18 -5.13 -5.92
C 0.84 -5.27 -7.13
C 2.23 -5.35 -7.24
C 2.95 -5.20 -6.07
C 2.33 -5.10 -4.86
C 0.18 -3.46 -2.21
C 0.13 -2.08 -2.57
N 0.07 -1.35 -1.38
N -0.01 -2.26 -0.34
N 0.07 -3.51 -0.78
P 0.07 -1.14 -4.09
Se -0.20 0.91 -3.46
C -1.27 -1.67 -5.21
C -2.57 -1.50 -4.75
C -3.66 -1.67 -5.60
C -3.44 -2.03 -6.94
C -2.14 -2.20 -7.40
C -1.05 -2.09 -6.55
C 1.68 -1.26 -4.91
C 2.78 -1.91 -4.38
C 3.89 -2.16 -5.20
C 3.82 -1.96 -6.53
C 2.76 -1.25 -7.12
C 1.72 -0.82 -6.25
H -2.45 -3.53 -2.88
H -4.84 -4.33 -3.04
H -5.23 -6.68 -3.84
H -3.27 -8.13 -4.46
H -0.98 -7.23 -4.14
H -0.92 -5.16 -5.92
H 0.20 -5.32 -8.05
H 2.76 -5.46 -8.21
H 4.05 -5.35 -6.11
H 2.89 -5.14 -3.93
H -2.74 -1.16 -3.71
H -4.71 -1.46 -5.27
H -4.27 -2.18 -7.63
H -1.93 -2.41 -8.44
H -0.08 -2.42 -6.88
H 2.65 -2.33 -3.36
H 4.79 -2.47 -4.66
H 4.61 -2.36 -7.13
H 2.66 -1.14 -8.19
H 1.04 -0.06 -6.66
Br 0.45 1.54 6.71
C 1.25 1.02 5.13
C 2.40 0.22 5.27
C 3.27 -0.05 4.22
Br 4.77 -1.21 4.40
C 2.86 0.34 2.90
C 3.74 0.37 1.79
C 3.29 0.83 0.55
C 1.86 0.98 0.36
N 1.01 0.88 1.37
C 1.51 0.80 2.66
C 0.90 1.45 3.78
O -0.07 2.39 3.64
H 2.53 -0.28 6.24
H 4.80 0.13 1.93
H 3.92 1.10 -0.32
H 1.46 1.15 -0.66
C 0.26 5.03 2.33
Ge -0.10 4.32 4.09
C -1.95 4.70 4.67
C -2.54 3.75 5.52
C -3.75 4.07 6.13
C -4.47 5.29 5.86
C -3.90 6.19 5.00
C -2.66 5.91 4.43
C 1.46 4.64 5.31
C 2.64 4.26 4.77
C 3.89 4.52 5.44
C 3.92 4.94 6.71
C 2.68 5.44 7.28
C 2.70 6.06 8.56
C 1.54 6.44 9.20
C 0.29 6.23 8.55
C 0.25 5.74 7.29
C 1.43 5.29 6.61
H 0.35 6.14 2.27
H -0.55 4.74 1.64
H 1.17 4.58 1.88
H -1.98 2.87 5.85
H -4.13 3.43 6.87
H -5.40 5.57 6.34
H -4.40 7.20 4.90
H -2.23 6.62 3.73
H 2.65 3.94 3.74
H 4.83 4.28 4.93
H 4.85 5.16 7.24
H 3.70 6.14 9.03
H 1.54 6.88 10.21
H -0.62 6.49 9.13
H -0.73 5.44 6.88
*
```